(1)
The following is a quantum chemistry calculation of a 5-piece molecular cluster, C2H14NO5 overall at a distorted geometry, from OMol25.

The value obtained for the HOMO-LUMO gap is 9.190 eV. The total energy comes out at -515.59455 hartree. Its net charge is -1. Its HOMO energy is -5.44 eV. Its largest force on an atom is 0.0429 Eh/bohr. The value obtained for the relative energy (zero: lowest compared OMol25 entry of this formula, charge and spin) is 11.1 kcal/mol. The value obtained for the LUMO energy is 3.75 eV.

Atoms and positions in Å:
H1 -1.124 -0.108 0.818
O1 2.132 -0.494 0.717
H2 1.029 -1.258 -0.249
O2 0.676 0.444 2.643
H3 0.340 -0.249 3.212
C1 -0.699 -1.009 -1.340
O3 -4.060 0.698 0.436
C2 -0.510 0.490 -1.038
H4 1.345 -0.025 2.029
H5 2.993 0.112 -0.572
O4 0.478 -1.693 -0.968
H6 -1.078 1.130 -1.749
H7 0.540 0.769 -1.022
H8 -3.162 0.978 0.147
H9 -4.051 -0.213 0.136
H10 -0.863 -1.320 -2.405
H11 3.199 1.628 -1.076
H12 2.615 -1.256 1.046
N1 -1.203 0.756 0.266
H13 -0.573 1.307 0.851
O5 3.476 0.730 -1.199
H14 -1.502 -1.417 -0.684

Atom charges from the natural (NBO) analysis, given in e for atoms 1 to 8: atom 1 (H): 0.36, atom 2 (O): -1.23, atom 3 (H): 0.52, atom 4 (O): -1.03, atom 5 (H): 0.44, atom 6 (C): -0.06, atom 7 (O): -0.98, atom 8 (C): -0.26

(2)
The following is a quantum chemistry calculation of a 5-piece molecular cluster, C2H14O4 overall at a distorted geometry, from OMol25.

The value obtained for the HOMO-LUMO gap is 11.360 eV. The total energy comes out at -385.51386 hartree. Its HOMO energy is -11.09 eV. Its largest force on an atom is 0.0599 Eh/bohr. The value obtained for the relative energy (zero: lowest compared OMol25 entry of this formula, charge and spin) is 27.9 kcal/mol. The structure (SMILES) is CC.O.O.O.O. The value obtained for the LUMO energy is 0.27 eV.

Atoms and positions in Å:
H1 -2.231 2.764 1.131
H2 -1.648 -1.177 -2.002
O1 -3.440 -0.666 1.163
O2 -2.059 1.968 1.672
H3 -3.382 -1.360 0.519
C1 1.367 -0.225 0.963
H4 0.342 1.094 -2.307
H5 2.643 -2.037 0.933
H6 1.340 0.678 0.335
C2 2.375 -1.149 0.318
H7 3.336 -0.564 0.313
H8 1.787 0.662 -1.841
H9 -3.486 0.283 0.954
O3 -1.033 -0.455 -1.868
H10 2.396 -1.432 -0.733
H11 1.614 -0.007 1.998
H12 0.336 -0.595 0.930
H13 -1.199 1.796 1.248
H14 -0.332 -0.893 -1.374
O4 1.273 1.315 -2.352

Atom charges from the natural (NBO) analysis, given in e for atoms 1 to 8: atom 1 (H): 0.46, atom 2 (H): 0.48, atom 3 (O): -0.99, atom 4 (O): -0.93, atom 5 (H): 0.48, atom 6 (C): -0.62, atom 7 (H): 0.49, atom 8 (H): 0.22